Entry 1:
20
Properties=species:S:1:pos:R:3:forces:R:3:mulliken_charge:R:1 method="wB97M-V/def2-TZVPD" e_lumo_ev="-4.294 / -4.294" homo_energy_ev="-12.467 / -12.468" total_charge=+1 orbital_gap_ev="8.17 / 8.17"
H -0.93054 2.79688 1.85927 -0.40 0.58 -0.40 0.19
H -0.10353 -3.38157 -1.56010 -0.17 0.60 -0.02 0.31
O -1.10282 -2.06545 -0.29458 -1.24 -1.20 1.06 -0.31
H -0.51393 -1.62743 -2.12234 -0.46 -0.88 -0.76 0.34
H 1.87251 -1.49319 -1.41018 -1.08 -0.51 0.38 0.30
H -2.15087 0.97435 1.87243 -1.77 -0.25 0.34 0.17
H -1.02312 0.84184 -0.88029 0.72 0.35 2.49 0.36
H -0.05165 1.10774 2.68526 -0.85 0.01 -1.25 0.15
C -0.21466 -2.31019 -1.32634 1.02 0.95 -0.98 -0.36
C 0.83096 1.89864 -0.61013 -0.66 -1.21 1.67 -1.13
N 1.02173 -1.68288 -0.84931 1.32 0.26 -0.41 -0.16
C -0.29648 1.06437 0.02641 0.31 -1.73 -4.35 -0.29
H 1.47345 -0.49415 0.81127 0.58 0.06 0.40 0.56
C -0.56546 -1.34823 0.69914 -0.83 0.45 -0.80 0.89
H 1.61578 1.96566 0.15623 0.30 0.36 -0.81 0.37
O -1.19297 -0.93890 1.63270 -0.30 -1.09 0.88 -0.63
P -0.95299 1.44348 1.56697 2.70 0.40 1.95 0.06
C 0.72610 -0.93861 0.20317 0.15 1.74 0.79 -0.52
H 0.47562 2.83374 -0.95328 -0.13 1.29 -0.05 0.41
H 1.08288 1.35392 -1.50630 0.76 -0.19 -0.13 0.30

=====

Entry 2:
20
Properties=species:S:1:pos:R:3:forces:R:3:mulliken_charge:R:1 method="wB97M-V/def2-TZVPD" e_lumo_ev=0.806 homo_energy_ev=-9.130 smiles="C=C(C)OC.NC(=O)O" orbital_gap_ev=9.94
H 0.66180 1.42576 -1.92241 0.43 -0.42 0.43 0.34
C 1.95412 -0.55270 -0.85822 -0.81 0.25 0.37 -1.15
H 0.14409 2.65056 -0.82525 -0.13 -0.09 0.43 0.26
C 1.17119 -0.17089 0.15873 0.34 2.96 -1.41 0.91
C -0.05410 1.61803 -1.12042 0.62 0.25 -0.94 -0.84
H 2.94860 -0.93651 -0.66327 -0.24 -0.21 0.15 0.26
H 1.13209 0.56011 2.18414 0.02 -0.10 -0.16 0.31
N -2.83893 -0.32549 -0.41440 0.78 1.07 -0.55 -0.42
H 1.66453 -0.47977 -1.89776 -0.08 0.07 0.07 0.31
H 1.43223 -1.17036 2.02272 0.07 0.06 0.19 0.27
H 2.72340 -0.02411 1.65222 -0.17 -0.07 -0.18 0.43
O -0.02219 0.72098 -0.01280 2.18 -0.46 -0.53 -0.32
O -0.90730 -1.51942 0.07555 -1.76 1.69 1.16 -0.59
C -1.83909 -0.35685 0.51007 -0.36 -5.40 1.26 0.83
C 1.64578 -0.19278 1.58201 -0.65 -0.29 0.34 -1.08
H -2.64806 -0.73755 -1.31482 -0.30 -0.08 0.29 0.22
O -1.97574 -0.12310 1.68612 0.67 0.80 -1.02 -0.58
H -0.97767 1.61046 -1.70183 -0.53 -0.32 0.74 0.28
H -0.43956 -1.73292 0.90361 -0.34 0.08 -0.40 0.30
H -3.77520 -0.26345 -0.04399 0.25 0.21 -0.24 0.25

=====

Entry 3:
20
Properties=species:S:1:pos:R:3:forces:R:3:mulliken_charge:R:1 method="wB97M-V/def2-TZVPD" e_lumo_ev=0.743 homo_energy_ev=-9.950 smiles="COC(C)(C)NC(=O)O" orbital_gap_ev=10.69
N -0.64846 0.53966 -0.76613 0.50 -0.15 -0.08 -0.18
H 0.84057 2.28248 0.59504 0.04 0.08 -0.05 0.36
H -0.35180 -2.85139 0.89375 0.00 -0.04 -0.09 0.28
H 1.94962 1.03029 -1.28220 0.04 0.09 -0.07 0.46
C 0.73691 1.32942 1.10494 -0.06 -0.39 -0.08 -1.64
H 1.51644 -0.64739 -1.63476 0.01 -0.08 -0.10 0.49
H -0.09965 1.37219 1.79373 0.00 0.05 0.05 0.41
C 0.49419 0.21436 0.08491 0.08 0.44 0.06 1.45
O -2.83836 0.79985 -1.21244 -0.36 0.03 -0.21 -0.63
C 1.70954 0.06831 -0.83877 -0.31 -0.07 0.21 -1.79
H 0.84721 -2.52229 -0.37746 -0.05 -0.01 0.00 0.27
H 2.56091 -0.27542 -0.25728 0.04 -0.01 0.04 0.39
H 1.64107 1.11156 1.66460 0.13 0.00 0.07 0.41
O 0.24890 -0.94618 0.84607 0.14 0.04 0.18 -0.41
H -0.84708 -1.99230 -0.58175 0.03 -0.03 0.02 0.31
C -0.03597 -2.13257 0.14014 0.03 -0.02 -0.02 -0.80
H -0.51144 0.49381 -1.76470 -0.16 0.00 0.13 0.24
C -1.94613 0.67686 -0.40775 -0.39 0.12 -0.16 0.49
H -3.10810 0.77113 1.08036 0.09 0.01 -0.32 0.35
O -2.15837 0.67763 0.91970 0.21 -0.07 0.41 -0.45

=====

How do the records compare in calculated total energy? In the order shown, they have -20227.153 -12993.579 -12996.671 eV.
How do the records compare in energy relative to the best compared isomer or geometry (same formula, charge and spin)? In the order shown, they have 288.8 315.7 17.4 kJ/mol.